Entry 1:
{
  "formula": "CClNO2",
  "method": "ωB97M-V/def2-TZVPD",
  "symbols": ["C", "N", "O", "O", "Cl"],
  "xyz": [[-0.918304, -0.321908, -0.026400], [0.042406, -1.082357, -0.133187], [-1.738116, 0.444726, 0.169580], [1.202326, 1.209115, -0.162585], [1.411689, -0.249577, 0.152593]],
  "forces_ev_per_a": [[-0.3322, -2.9239, -0.7099], [-4.5785, -3.4363, -1.0679], [-2.3977, 2.8961, 0.5735], [0.1684, -0.1067, 0.1709], [7.1400, 3.5708, 1.0334]],
  "mulliken_spin": [0.36, 0.19, 0.22, 0.49, 0.75],
  "multiplicity": 3,
  "homo_lumo_gap_ev": [6.92, 8.33],
  "e_homo_ev": [-6.459, -11.344],
  "charge": 0
}

Entry 2:
{
  "formula": "C21H27N5O3Tl",
  "method": "ωB97M-V/def2-TZVPD",
  "symbols": ["Tl", "C", "O", "C", "C", "C", "C", "C", "C", "N", "N", "C", "O", "C", "C", "C", "C", "C", "C", "C", "O", "H", "H", "H", "H", "H", "H", "H", "H", "H", "H", "H", "H", "C", "C", "N", "C", "C", "N", "C", "C", "N", "H", "H", "H", "H", "H", "H", "H", "H", "H", "H", "H", "H", "H", "H", "H"],
  "xyz": [[-0.937473, -0.918614, -0.512893], [3.126821, -2.733433, -0.202773], [3.998365, -1.638050, 0.088960], [3.859570, -0.917819, 1.235001], [4.974792, -0.523184, 1.878282], [4.945990, 0.285564, 3.081364], [3.788808, 0.726903, 3.586133], [2.544350, 0.421501, 2.901439], [1.424608, 1.094081, 3.225710], [0.240969, 1.013303, 2.469313], [-0.786171, 1.187942, 3.133999], [-1.967976, 1.211011, 2.266043], [-1.918320, 1.796135, 1.210351], [-3.143270, 0.521344, 2.810951], [-3.106219, -0.105146, 4.056905], [-4.226898, -0.777077, 4.518074], [-5.377492, -0.818374, 3.744178], [-5.418605, -0.189248, 2.504182], [-4.304190, 0.479323, 2.036657], [2.536045, -0.560679, 1.780927], [1.493223, -1.038291, 1.355317], [3.588778, -3.248286, -1.041834], [3.058831, -3.420076, 0.642752], [2.127210, -2.394837, -0.464165], [5.930433, -0.840532, 1.480665], [5.887143, 0.541045, 3.547683], [3.750976, 1.362063, 4.461254], [1.399275, 1.784169, 4.063709], [-2.212024, -0.057214, 4.661534], [-4.204911, -1.262827, 5.483882], [-6.252087, -1.340124, 4.109927], [-6.322164, -0.220896, 1.910664], [-4.316033, 0.982549, 1.078836], [-1.189862, 0.240713, -3.868279], [-0.195678, -0.915122, -3.801020], [0.709660, -0.827364, -2.645243], [1.603495, 0.343699, -2.641725], [1.549179, 1.109844, -1.321721], [0.175723, 1.363341, -0.878783], [-0.571289, 2.317705, -1.708737], [-1.956575, 1.812169, -2.102771], [-1.929787, 0.432035, -2.612874], [-0.673217, 1.167130, -4.121235], [-1.870481, 0.045487, -4.700212], [-0.745724, -1.855170, -3.711576], [0.353868, -0.949937, -4.749561], [1.264401, -1.673820, -2.611948], [2.638664, 0.042515, -2.815410], [1.337985, 0.998377, -3.473048], [2.032313, 0.506987, -0.553679], [2.125611, 2.036685, -1.429404], [0.162521, 1.656674, 0.092503], [-0.696299, 3.269400, -1.188567], [0.017928, 2.534809, -2.601214], [-2.598458, 1.819849, -1.219859], [-2.383480, 2.511278, -2.831791], [-2.883312, 0.112713, -2.727273]],
  "forces_ev_per_a": [[0.0087, -0.0399, 0.0161], [0.0598, -0.0733, 0.0868], [-0.1663, 0.2321, -0.1137], [0.0244, -0.1971, 0.0097], [0.0305, 0.0490, 0.1402], [0.0276, -0.0430, -0.1422], [-0.0962, 0.0234, 0.0219], [0.0608, 0.1242, 0.1582], [-0.0941, -0.0869, -0.0519], [0.0436, 0.0219, -0.0607], [-0.1400, -0.0426, -0.0044], [0.1863, 0.1229, 0.0314], [-0.0566, -0.0468, -0.0006], [-0.0024, -0.0238, 0.0240], [-0.0160, -0.0079, -0.0128], [0.0022, 0.0059, -0.0014], [-0.0035, -0.0079, 0.0088], [-0.0033, 0.0028, -0.0119], [0.0019, -0.0009, 0.0036], [0.1093, -0.1103, -0.1125], [-0.0454, 0.0554, -0.0373], [0.0149, 0.0035, 0.0141], [-0.0065, 0.0324, 0.0165], [-0.0015, -0.0160, -0.0155], [-0.0108, -0.0227, -0.0054], [-0.0051, -0.0034, 0.0127], [0.0180, -0.0075, 0.0021], [0.0349, 0.0212, -0.0013], [0.0015, 0.0053, -0.0014], [-0.0002, -0.0001, 0.0002], [0.0005, 0.0007, 0.0005], [-0.0003, 0.0020, 0.0011], [-0.0011, -0.0024, 0.0011], [0.0164, -0.0095, 0.0100], [-0.0104, 0.0117, 0.0124], [0.0072, -0.0212, -0.0009], [-0.0257, 0.0143, 0.0007], [-0.0252, -0.0275, 0.0240], [0.0373, 0.0325, 0.0100], [0.0017, -0.0300, -0.0192], [-0.0175, -0.0255, 0.0140], [0.0102, 0.0294, -0.0036], [0.0032, -0.0037, -0.0057], [-0.0025, 0.0041, 0.0034], [0.0068, -0.0007, -0.0056], [-0.0020, 0.0014, -0.0044], [-0.0076, 0.0089, -0.0058], [0.0016, 0.0005, -0.0012], [0.0022, 0.0007, 0.0061], [0.0114, 0.0152, 0.0191], [0.0164, -0.0034, -0.0025], [0.0234, 0.0059, 0.0001], [-0.0124, -0.0032, 0.0011], [-0.0168, 0.0149, -0.0153], [0.0129, 0.0043, -0.0174], [-0.0061, 0.0070, 0.0015], [-0.0002, 0.0040, 0.0030]],
  "lowdin_charge": [0.87, -0.05, -0.08, -0.22, 0.04, -0.05, -0.04, -0.11, 0.00, 0.06, 0.13, -0.39, 0.05, -0.16, -0.02, -0.06, -0.05, -0.06, -0.01, -0.27, -0.03, 0.10, 0.11, 0.05, 0.13, 0.11, 0.12, 0.13, 0.11, 0.11, 0.11, 0.11, 0.12, -0.19, -0.21, -0.13, -0.18, -0.19, -0.14, -0.18, -0.21, -0.14, 0.11, 0.13, 0.12, 0.13, 0.10, 0.13, 0.11, 0.09, 0.13, 0.07, 0.13, 0.11, 0.10, 0.13, 0.11],
  "multiplicity": 1,
  "homo_lumo_gap_ev": 6.78,
  "e_homo_ev": -11.029,
  "charge": 1
}

Entry 3:
{
  "formula": "C3H5NO2",
  "method": "ωB97M-V/def2-TZVPD",
  "symbols": ["H", "N", "C", "O", "C", "C", "O", "H", "H", "H", "H"],
  "xyz": [[3.462632, 0.268959, 0.403332], [2.625121, 0.846014, 0.339892], [1.628405, 0.090302, 0.262728], [0.380981, 0.631640, 0.070138], [-0.666193, -0.218474, 0.293918], [-1.881525, 0.109987, -0.518928], [-0.588923, -1.167798, 1.029541], [1.603831, -0.999800, 0.282562], [-2.753210, 0.196241, 0.134185], [-1.757604, 0.999449, -1.134834], [-2.053514, -0.756517, -1.162535]],
  "forces_ev_per_a": [[-0.0351, 0.1414, 0.0479], [-0.1903, -0.2308, -0.0519], [0.2392, -0.0541, 0.0538], [-0.0502, 0.0036, -0.1441], [-0.1968, -0.5335, 0.2164], [-0.0990, 0.0670, -0.0389], [0.0986, 0.4225, -0.2460], [0.0996, 0.0904, 0.0711], [0.1578, 0.0500, -0.0637], [-0.0030, -0.0514, 0.1542], [-0.0208, 0.0949, 0.0011]],
  "lowdin_charge": [0.06, 0.13, -0.27, 0.05, -0.51, 0.02, 0.11, 0.14, 0.09, 0.09, 0.10],
  "multiplicity": 1,
  "homo_lumo_gap_ev": 11.55,
  "smiles": "[H]/N=C/OC(C)=O",
  "e_homo_ev": -10.700,
  "charge": 0
}

Entry 4:
{
  "formula": "CH4O3",
  "method": "ωB97M-V/def2-TZVPD",
  "symbols": ["O", "C", "O", "H", "H", "O", "H", "H"],
  "xyz": [[1.291266, 0.947900, 1.556643], [1.300427, -0.226085, 1.301630], [0.421013, -0.826148, 0.502169], [2.073572, -0.911341, 1.622524], [-0.036957, -0.099167, 0.039150], [-1.583882, 0.638065, -1.398174], [-0.998984, 0.064920, -1.909483], [-2.466452, 0.411854, -1.714463]],
  "forces_ev_per_a": [[0.0335, -0.3218, 0.0074], [0.2057, 0.8788, -0.1290], [0.0167, 0.1050, -0.4992], [0.1480, -0.4270, 0.4130], [-0.5414, -0.1578, 0.2826], [0.2044, -0.2410, -0.1010], [-0.1196, 0.1121, -0.1184], [0.0528, 0.0516, 0.1446]],
  "lowdin_charge": [0.07, -0.40, 0.07, 0.13, 0.08, -0.05, 0.04, 0.05],
  "multiplicity": 1,
  "homo_lumo_gap_ev": 11.30,
  "smiles": "O=CO.O",
  "e_homo_ev": -10.776,
  "charge": 0
}

Entry 5:
{
  "formula": "C11H15F3N2O5PS",
  "method": "ωB97M-V/def2-TZVPD",
  "symbols": ["C", "C", "O", "P", "C", "C", "N", "O", "O", "C", "C", "H", "H", "H", "H", "H", "H", "H", "H", "H", "H", "H", "F", "C", "F", "F", "S", "N", "C", "O", "C", "C", "C", "O", "H", "H", "H", "H"],
  "xyz": [[-1.133554, -3.221646, 2.484748], [-0.380925, -2.005080, 1.997089], [-1.219983, -0.862779, 2.316069], [-0.983160, 0.577167, 1.663993], [0.279653, 1.259766, 2.692995], [1.353616, 2.036727, 2.334344], [2.302398, 2.725984, 2.147549], [-0.863630, 0.620146, 0.191514], [-2.234138, 1.373220, 2.309405], [-3.567417, 0.782422, 2.389999], [-4.586928, 1.898746, 2.493803], [-0.525540, -4.119221, 2.359130], [-1.386611, -3.123909, 3.541457], [-2.053223, -3.355225, 1.910985], [0.593267, -1.883160, 2.488176], [-0.205683, -2.019372, 0.913983], [0.010689, 1.245415, 3.750913], [-3.728305, 0.178545, 1.478001], [-3.605034, 0.120947, 3.271941], [-5.567470, 1.461549, 2.691043], [-4.350012, 2.598441, 3.299668], [-4.642635, 2.460417, 1.555958], [3.064549, 1.996540, -2.184901], [4.201241, 1.549001, -1.577711], [5.075912, 1.148817, -2.535418], [4.800099, 2.569932, -0.906476], [3.739667, 0.198922, -0.479025], [5.401387, -0.245320, -0.159211], [5.900348, -0.142654, 1.147762], [5.277430, 0.236880, 2.120644], [7.341146, -0.640385, 1.088385], [7.512964, -1.262127, -0.274381], [6.169821, -1.093891, -0.990673], [5.820958, -1.591888, -2.036361], [8.014094, 0.213011, 1.235140], [7.496425, -1.360811, 1.896226], [8.300871, -0.759089, -0.847700], [7.755662, -2.328551, -0.212544]],
  "forces_ev_per_a": [[0.1252, -0.1723, -0.1750], [-0.4120, 0.9457, 0.0123], [-0.4895, -1.4568, -0.2324], [2.5731, 2.2144, 1.6622], [-1.0274, -0.9425, -0.7549], [2.1586, 1.6627, -0.3430], [-1.6627, -1.2455, 0.0672], [-0.3294, -0.4623, 0.0840], [-1.7011, -0.8142, -0.0491], [0.9594, 0.1312, -0.3790], [-0.0112, -0.0424, -0.1819], [0.0343, -0.0429, 0.0021], [0.0187, 0.0550, -0.0444], [0.0158, 0.0464, 0.0832], [-0.2152, 0.0593, 0.0403], [-0.0925, -0.0933, 0.1535], [0.1189, -0.0172, -0.2503], [-0.1287, 0.1461, 0.4154], [0.0516, 0.1820, -0.3113], [-0.0858, 0.0508, 0.0046], [0.0798, -0.1557, -0.0517], [0.0549, -0.0509, 0.1452], [1.2586, -0.2603, 0.6104], [-0.2057, 0.6787, -0.1743], [-0.5256, 0.4849, 0.3780], [-0.5679, -0.6862, -0.8044], [0.9278, -0.2983, 0.0252], [-1.4053, -0.1684, -0.4034], [-0.3622, 0.4811, 1.4345], [1.0866, -0.5765, -1.6267], [-0.0799, 0.2350, 0.6868], [0.0806, -0.3181, -0.5873], [-0.0311, -0.2291, -0.3562], [0.3256, 0.5887, 1.0706], [-0.2239, -0.1697, 0.1496], [-0.0005, 0.2575, -0.0116], [-0.2545, -0.2244, -0.0820], [-0.0574, 0.2072, -0.2062]],
  "lowdin_charge": [-0.09, -0.27, -0.27, 0.41, -0.27, -0.45, 0.02, -0.31, -0.25, -0.28, -0.10, 0.07, 0.07, 0.07, 0.11, 0.11, 0.04, 0.11, 0.11, 0.06, 0.07, 0.07, 0.08, -0.82, 0.08, 0.08, 1.15, -0.23, -0.46, 0.10, -0.09, -0.09, -0.45, 0.09, 0.13, 0.13, 0.13, 0.13],
  "multiplicity": 1,
  "homo_lumo_gap_ev": 5.37,
  "e_homo_ev": -2.906,
  "charge": -1
}

Total energy in eV, matching the order above: -19136.35634, -40494.19544, -8776.91731, -7244.37280, -53147.78836
Energy relative to the best compared isomer or geometry (same formula, charge and spin) in kcal/mol, matching the order above: 89.37, 2.50, 17.93, 6.42, 0.00
Molar mass in g/mol, matching the order above: 93.469, 601.862, 87.078, 64.040, 375.285